Density functional theory data (the ωB97M-V functional and the def2-TZVPD basis) for 11 unconnected molecules or ions with the total composition C42H96Br2N2O15P in a non-equilibrium geometry.

Element x y z (Å)
C (1.96, -3.26, 2.43)
C (2.24, -2.36, 1.28)
C (1.27, -1.56, 0.63)
P (-0.57, -1.60, 1.09)
N (-1.01, 0.04, 1.22)
O (-0.60, -2.00, 2.65)
C (1.66, -0.82, -0.49)
C (0.60, -0.02, -1.22)
O (0.40, 1.13, -0.98)
O (-0.13, -0.70, -2.11)
C (2.98, -0.80, -0.94)
C (3.59, 0.01, -2.06)
Br (2.57, -0.04, -3.68)
C (3.97, 1.44, -1.61)
C (2.90, 2.52, -1.66)
Br (5.56, 1.96, -2.60)
C (3.87, -1.56, -0.25)
N (3.52, -2.32, 0.81)
C (4.60, -3.09, 1.46)
C (5.08, -2.38, 2.73)
O (4.82, -2.78, 3.82)
O (5.90, -1.31, 2.50)
H (2.00, -2.70, 3.36)
H (0.98, -3.70, 2.33)
H (2.66, -4.08, 2.52)
H (-1.53, 0.30, 0.39)
H (-0.17, 0.62, 1.24)
H (-0.09, -1.41, 3.23)
H (-0.02, -1.65, -2.04)
H (4.52, -0.48, -2.31)
H (4.31, 1.35, -0.58)
H (2.35, 2.55, -0.72)
H (3.39, 3.49, -1.76)
H (2.23, 2.41, -2.50)
H (4.91, -1.59, -0.54)
H (5.42, -3.14, 0.75)
H (4.29, -4.10, 1.68)
H (5.45, -0.59, 2.04)
C (2.38, -8.08, 4.97)
C (2.25, -6.63, 4.54)
C (1.47, -5.80, 5.56)
O (1.62, -6.54, 3.25)
H (1.39, -8.54, 5.07)
H (2.93, -8.65, 4.23)
H (2.88, -8.16, 5.93)
H (3.24, -6.20, 4.40)
H (0.46, -6.20, 5.67)
H (1.39, -4.76, 5.23)
H (1.96, -5.83, 6.53)
H (0.74, -6.92, 3.33)
C (-1.38, 1.79, 4.91)
C (0.14, 1.76, 4.90)
C (0.73, 3.15, 5.04)
O (0.61, 1.14, 3.70)
H (-1.76, 2.38, 4.08)
H (-1.79, 0.78, 4.81)
H (-1.76, 2.22, 5.84)
H (0.50, 1.13, 5.71)
H (0.41, 3.79, 4.21)
H (1.82, 3.11, 5.03)
H (0.41, 3.62, 5.97)
H (0.31, 1.68, 2.96)
C (-2.24, 0.91, -4.70)
C (-3.24, 1.84, -4.03)
C (-2.67, 3.22, -3.81)
O (-3.66, 1.28, -2.77)
H (-1.35, 0.82, -4.06)
H (-2.66, -0.09, -4.84)
H (-1.93, 1.29, -5.67)
H (-4.15, 1.90, -4.64)
H (-1.80, 3.17, -3.15)
H (-3.41, 3.85, -3.31)
H (-2.38, 3.71, -4.74)
H (-2.87, 1.22, -2.22)
C (3.08, -12.09, 8.49)
C (2.91, -10.65, 8.05)
C (2.15, -9.84, 9.10)
O (2.24, -10.58, 6.79)
H (2.11, -12.57, 8.62)
H (3.63, -12.66, 7.73)
H (3.63, -12.16, 9.43)
H (3.89, -10.20, 7.88)
H (1.15, -10.25, 9.24)
H (2.04, -8.80, 8.77)
H (2.67, -9.84, 10.06)
H (1.37, -10.97, 6.90)
C (0.28, 5.50, -7.38)
C (-0.72, 6.38, -6.65)
C (-0.19, 7.78, -6.41)
O (-1.11, 5.77, -5.41)
H (1.19, 5.40, -6.78)
H (-0.12, 4.51, -7.55)
H (0.56, 5.93, -8.35)
H (-1.64, 6.44, -7.24)
H (0.71, 7.73, -5.79)
H (-0.92, 8.39, -5.89)
H (0.08, 8.27, -7.35)
H (-0.33, 5.71, -4.86)
C (-5.00, 3.32, 1.08)
C (-4.51, 4.37, 0.10)
C (-5.66, 5.02, -0.64)
O (-3.58, 3.79, -0.82)
H (-5.54, 2.53, 0.55)
H (-4.17, 2.86, 1.61)
H (-5.69, 3.75, 1.81)
H (-3.94, 5.13, 0.64)
H (-6.21, 4.27, -1.22)
H (-5.29, 5.77, -1.34)
H (-6.36, 5.50, 0.05)
H (-4.05, 3.11, -1.32)
C (9.89, 1.27, -0.75)
C (9.91, 2.66, -1.37)
C (9.25, 3.69, -0.47)
O (9.28, 2.64, -2.66)
H (8.86, 0.95, -0.59)
H (10.37, 0.55, -1.41)
H (10.40, 1.26, 0.21)
H (10.94, 2.95, -1.57)
H (8.20, 3.43, -0.31)
H (9.28, 4.68, -0.94)
H (9.75, 3.75, 0.50)
H (8.37, 2.38, -2.52)
C (-8.53, 1.42, -1.59)
C (-8.19, 0.92, -0.20)
C (-9.10, -0.22, 0.23)
O (-8.26, 1.99, 0.75)
H (-9.55, 1.80, -1.62)
H (-7.86, 2.23, -1.88)
H (-8.44, 0.62, -2.33)
H (-7.15, 0.58, -0.17)
H (-10.14, 0.11, 0.25)
H (-8.84, -0.56, 1.23)
H (-9.03, -1.07, -0.46)
H (-9.17, 2.32, 0.76)
C (2.24, 5.36, -12.60)
C (2.33, 5.11, -11.11)
C (3.43, 4.11, -10.77)
O (1.08, 4.67, -10.59)
H (2.00, 4.43, -13.13)
H (1.45, 6.08, -12.83)
H (3.18, 5.73, -13.00)
H (2.53, 6.05, -10.60)
H (3.22, 3.15, -11.24)
H (3.48, 3.95, -9.69)
H (4.40, 4.45, -11.12)
H (0.86, 3.83, -11.02)
C (-8.36, -2.33, 5.72)
C (-8.28, -2.43, 4.20)
C (-6.87, -2.76, 3.74)
O (-8.74, -1.23, 3.59)
H (-7.71, -1.52, 6.07)
H (-9.38, -2.10, 6.03)
H (-8.05, -3.26, 6.20)
H (-8.97, -3.21, 3.86)
H (-6.18, -1.97, 4.04)
H (-6.84, -2.84, 2.65)
H (-6.52, -3.70, 4.17)
H (-8.17, -0.51, 3.87)

Summary:
Orbital gap ... 6.8 eV
HOMO ... -11.3 eV
DFT total energy ... -228171.93844 eV
Net charge ... +1

Atomic partial charges in e from the Mulliken method, atoms 1 to 99:
1. C -2.33
2. C 1.28
3. C 0.72
4. P 0.14
5. N -0.26
6. O -0.48
7. C 0.69
8. C -0.65
9. O -0.50
10. O -0.30
11. C -0.24
12. C -0.83
13. Br -0.01
14. C 0.13
15. C -1.30
16. Br -0.09
17. C -0.21
18. N 0.02
19. C -0.88
20. C 0.80
21. O -0.42
22. O -0.48
23. H 0.38
24. H 0.67
25. H 0.13
26. H 0.26
27. H 0.12
28. H 0.32
29. H 0.40
30. H 0.72
31. H 0.44
32. H 0.22
33. H 0.56
34. H 0.30
35. H 0.49
36. H 0.45
37. H 0.41
38. H 0.35
39. C -1.38
40. C 0.70
41. C -1.22
42. O -0.56
43. H 0.34
44. H 0.33
45. H 0.28
46. H 0.24
47. H 0.35
48. H 0.21
49. H 0.37
50. H 0.35
51. C -1.16
52. C 0.31
53. C -1.35
54. O -0.36
55. H 0.26
56. H 0.29
57. H 0.42
58. H 0.29
59. H 0.36
60. H 0.31
61. H 0.41
62. H 0.22
63. C -0.92
64. C 0.38
65. C -0.92
66. O -0.47
67. H -0.05
68. H 0.32
69. H 0.40
70. H 0.31
71. H 0.10
72. H 0.22
73. H 0.46
74. H 0.22
75. C -1.38
76. C 0.44
77. C -1.18
78. O -0.49
79. H 0.36
80. H 0.33
81. H 0.38
82. H 0.27
83. H 0.33
84. H 0.25
85. H 0.38
86. H 0.32
87. C -1.09
88. C 0.38
89. C -1.34
90. O -0.43
91. H 0.32
92. H 0.26
93. H 0.26
94. H 0.25
95. H 0.36
96. H 0.33
97. H 0.38
98. H 0.29
99. C -0.79